(1)
# C52H80F24O31

A cluster of 13 separate species, C52H80F24O31 in total at a distorted geometry (wB97M-V/def2-TZVPD, the Open Molecules 2025 dataset).

XYZ file:
```
187
Properties=species:S:1:pos:R:3:mulliken_charge:R:1
C 2.2965 -5.3276 3.4092 -1.5960
C 1.3479 -4.1985 3.1391 0.8176
O 1.7805 -2.8581 3.3196 0.6960
C 1.8951 -2.4168 4.5506 -0.1502
O 1.7950 -2.9843 5.6015 -0.5765
O 2.1852 -1.0997 4.4912 0.2036
C 2.4873 -0.4183 5.7039 -0.7773
H 3.2889 -5.1012 3.0104 0.1086
H 2.0092 -6.3186 3.0554 0.5809
H 2.4828 -5.5451 4.4646 0.4731
H 0.3955 -4.2142 3.6799 -0.2425
H 1.1023 -4.2072 2.0722 -0.2701
H 2.8485 0.5314 5.3083 0.1168
H 3.3397 -0.8196 6.2547 0.3432
H 1.6690 -0.2659 6.4035 0.2846
C 1.0636 2.4383 -0.7873 -0.9747
C -0.1144 1.4572 -0.8048 1.4929
O 0.4154 0.1555 -1.0441 0.6378
C -0.2400 -0.9525 -0.6955 0.4983
O -1.2903 -1.0420 -0.1207 -0.8847
O 0.5501 -1.9289 -1.1110 -0.1197
C 0.5425 -3.2378 -0.5823 0.6779
H 1.5818 2.3038 -1.7381 0.2508
H 1.7493 2.1586 0.0112 -0.2020
H 0.7910 3.4849 -0.6897 0.3897
H -0.8198 1.5599 -1.6391 -0.1848
H -0.8365 1.5483 0.0114 -1.0059
H 1.5393 -3.6156 -0.7872 -0.4124
H -0.2345 -3.8323 -1.0704 0.5081
H 0.2628 -3.2665 0.4731 -0.6825
C -1.5038 -3.7543 6.4491 -0.9929
C -2.3989 -2.9014 5.5481 -0.6806
O -1.7812 -2.3338 4.3963 0.1718
C -1.3522 -1.0685 4.4626 -0.1207
O -1.4310 -0.2963 5.3728 -0.6116
O -0.8648 -0.8007 3.2466 0.7762
C -0.2824 0.4497 2.9422 -0.6886
H -0.7931 -4.2938 5.8141 0.0334
H -1.9762 -4.5964 6.9537 0.3744
H -0.9823 -3.1079 7.1494 0.3453
H -2.7571 -2.1125 6.2136 0.4231
H -3.2901 -3.3857 5.1514 0.4552
H -0.1948 0.6093 1.8638 -0.3641
H 0.7631 0.5365 3.2279 -0.1718
H -0.9136 1.2826 3.2412 0.4109
C 1.2473 7.3587 -0.2445 -0.6492
C 2.5189 8.0611 -0.6588 -0.4542
O 2.3513 9.4663 -0.7072 -0.3482
C 2.4211 10.2907 0.3348 0.7167
O 2.3192 11.4731 0.2109 -0.5635
O 2.5334 9.6184 1.4723 -0.3064
C 2.2740 10.2595 2.7255 -0.6899
H 1.4858 6.3102 -0.0333 0.1097
H 0.5639 7.3883 -1.0941 0.2865
H 0.7388 7.6448 0.6763 0.3341
H 2.7487 7.7093 -1.6633 0.3724
H 3.3459 7.7150 -0.0350 0.3108
H 1.3872 10.8892 2.7081 0.3155
H 3.0766 10.9710 2.9363 0.2989
H 2.3059 9.5467 3.5414 0.2635
C -5.7132 5.6544 -5.8908 -0.9967
C -4.5167 6.5265 -5.5256 -0.3869
O -3.5007 5.7480 -4.9018 -0.2508
C -2.1902 5.9854 -5.0116 0.6344
O -1.7037 6.9606 -5.5234 -0.6198
O -1.4906 4.9702 -4.5691 -0.4906
C -2.0433 3.9181 -3.7856 1.3642
H -5.4230 4.9779 -6.6915 0.2611
H -6.4663 6.3682 -6.2213 0.3950
H -6.0322 5.1017 -5.0074 0.2271
H -4.7787 7.3948 -4.9233 0.3147
H -4.0921 6.8627 -6.4753 0.3532
H -1.2181 3.3041 -3.4284 -0.0521
H -2.6430 3.2571 -4.4061 -0.2192
H -2.4981 4.2406 -2.8512 -0.5267
C 2.8234 -7.1272 -2.9984 -0.9876
C 2.3717 -5.9850 -3.9663 -0.0448
O 3.5654 -5.3185 -4.3897 -0.3862
C 3.8594 -4.1731 -3.8132 0.2704
O 3.2021 -3.6204 -2.9736 -0.2731
C 5.1710 -3.5459 -4.2747 0.9295
F 5.1398 -3.2637 -5.5800 -0.2693
F 5.5056 -2.4528 -3.5995 -0.1936
F 6.1706 -4.4175 -4.0550 -0.2637
H 3.0331 -6.7026 -2.0196 0.0985
H 3.7588 -7.5162 -3.4012 0.3020
H 2.0767 -7.9175 -3.0051 0.4231
H 1.7332 -5.3647 -3.3402 0.0177
H 1.7936 -6.3526 -4.8072 0.4658
C -3.5640 6.0841 -0.1296 -0.8384
C -3.5480 5.7818 1.3428 -0.2104
O -2.2777 5.6116 1.9631 -0.3265
C -1.6777 4.4337 1.8372 0.1396
O -2.1044 3.4866 1.2522 -0.1936
C -0.3092 4.4246 2.5299 0.8139
F -0.0863 5.5678 3.1893 -0.2923
F -0.2987 3.5071 3.5385 -0.2983
F 0.6544 4.0893 1.6914 -0.0620
H -3.2643 5.3060 -0.8330 -0.1555
H -2.9453 6.9713 -0.2866 0.3566
H -4.5688 6.3306 -0.4766 0.4655
H -4.2029 4.9355 1.5637 0.2317
H -3.9454 6.6516 1.8659 0.3157
C 3.7056 -0.4679 0.1200 -0.5455
C 3.6954 -0.8774 1.5968 0.8628
O 4.3930 0.0964 2.3503 -0.3590
C 3.7821 1.2161 2.6653 0.3041
O 2.6946 1.5093 2.2576 -0.1058
C 4.7243 2.1824 3.4425 0.7120
F 4.2005 2.6559 4.5669 -0.2415
F 5.8886 1.6400 3.7509 -0.2542
F 4.9165 3.2222 2.6168 -0.2479
H 3.3856 0.5726 0.0600 0.3578
H 2.9807 -0.9812 -0.5150 -0.2198
H 4.6954 -0.6088 -0.3101 0.4486
H 4.2128 -1.8374 1.6420 -0.0048
H 2.7457 -1.0806 2.0916 -0.5190
C 4.3350 -4.4937 -0.0815 0.8632
C 5.1663 -5.7197 0.2762 -0.7876
O 5.4386 -5.6819 1.6879 -0.1039
C 5.7991 -6.8138 2.2773 0.2397
O 5.8751 -7.8790 1.7494 -0.5232
C 6.1538 -6.5711 3.7867 0.9141
F 6.3121 -5.2807 4.0467 -0.2325
F 5.1255 -6.9995 4.5229 -0.2515
F 7.2483 -7.2515 4.0829 -0.2443
H 3.9905 -4.5231 -1.1151 -0.6021
H 4.8872 -3.5690 0.0882 0.4089
H 3.4347 -4.4806 0.5352 -0.4278
H 6.0934 -5.8672 -0.2722 0.4352
H 4.4898 -6.5605 0.1087 0.3031
C 3.0397 0.0056 -3.6104 -0.2346
C 1.7556 -0.3743 -4.3876 0.2988
O 1.5611 0.3855 -5.5874 -0.3942
C 0.6958 1.3935 -5.6543 0.2801
O -0.1784 1.5992 -4.8623 -0.3375
C 0.7538 2.1497 -7.0126 0.7953
F 0.0796 1.4454 -7.9204 -0.2614
F 0.3304 3.3997 -6.9557 -0.1819
F 2.0323 2.2358 -7.4038 -0.2671
H 2.8097 0.6603 -2.7745 -0.1911
H 3.7395 0.5532 -4.2464 0.5918
H 3.5652 -0.9218 -3.3985 -0.2767
H 0.8833 -0.3707 -3.7375 0.0476
H 1.9140 -1.3520 -4.8410 0.1771
C -3.5931 0.9723 2.2909 -0.8313
C -4.0733 -0.3911 2.7462 0.5048
O -4.7228 -0.9626 1.6045 -0.0623
C -5.8235 -1.6806 1.7380 0.3571
O -6.4868 -1.7082 2.7336 -0.5599
C -6.1759 -2.5686 0.5499 0.8086
F -5.9238 -3.8460 0.8413 -0.2621
F -7.4903 -2.5145 0.2762 -0.3017
F -5.5317 -2.1728 -0.5405 -0.1480
H -3.3650 1.6109 3.1447 0.5053
H -4.3429 1.5496 1.7469 0.4970
H -2.7915 0.8015 1.5722 -0.2482
H -4.7493 -0.3228 3.5997 0.4460
H -3.2659 -1.0733 3.0184 -0.5205
C -3.3251 -4.2313 1.2133 -1.6232
C -1.9412 -4.5226 1.7709 1.0621
O -1.9514 -5.6312 2.6726 -0.2371
C -1.9489 -6.8617 2.1885 0.3404
O -1.8679 -7.1129 1.0187 -0.5427
C -2.0260 -7.9386 3.2906 0.8932
F -0.8294 -8.5117 3.4426 -0.2588
F -2.3502 -7.4178 4.4783 -0.2241
F -2.9085 -8.8550 2.9221 -0.2445
H -4.0941 -4.3308 1.9796 0.5063
H -3.4710 -4.9471 0.4014 0.4794
H -3.4330 -3.2385 0.7763 0.1653
H -1.6330 -3.5888 2.2402 -0.4601
H -1.2649 -4.6933 0.9340 0.3016
C -4.3501 1.0763 -6.1914 -1.1407
C -4.1426 0.0670 -5.0548 -0.3626
O -4.0263 0.6615 -3.7720 0.0140
C -5.0338 1.3200 -3.2443 -0.1303
O -6.1581 1.3364 -3.6485 -0.5210
C -4.6571 2.0562 -1.9334 1.0225
F -5.0146 3.3396 -1.8436 -0.1844
F -5.0597 1.3217 -0.8873 -0.1745
F -3.2951 2.0722 -1.8253 -0.1067
H -3.6983 1.9306 -5.9878 0.1408
H -5.3375 1.5381 -6.1400 0.3595
H -4.1827 0.6548 -7.1775 0.4106
H -3.2464 -0.5104 -5.2679 0.3713
H -4.9690 -0.6463 -5.0174 0.3347
```

The calculation puts the highest occupied orbital energy at -0.39070 hartree. Its charge is 0. The HOMO-LUMO gap is 10.698 eV.

---

(2)
# C53H116F12N9OP2

A cluster of 9 separate species, C53H116F12N9OP2 in total at a distorted geometry (wB97M-V/def2-TZVPD, the Open Molecules 2025 dataset).

XYZ file:
```
193
Properties=species:S:1:pos:R:3:lowdin_spin:R:1
C -3.6129 4.7277 -6.9213 0.0000
C -4.4019 4.7332 -5.5871 0.0000
C -3.5444 4.8169 -4.2747 0.0000
N -4.2252 5.1132 -2.9040 0.0000
C -3.0411 5.1557 -1.8565 0.0000
C -2.4018 3.7150 -1.7245 0.0001
C -3.4424 2.6345 -1.4836 0.0008
C -4.5275 2.6126 -2.4654 0.0001
C -5.2492 3.9906 -2.5720 0.0000
C -5.0083 6.4440 -2.8621 0.0000
H -2.7871 4.0251 -6.8091 0.0000
H -3.1885 5.7051 -7.1507 0.0000
H -4.2795 4.4813 -7.7478 0.0000
H -5.0681 3.8713 -5.6234 0.0000
H -5.0774 5.5884 -5.6102 0.0000
H -2.8794 5.6802 -4.2999 0.0000
H -2.9177 3.9281 -4.2015 0.0000
H -2.3756 5.9554 -2.1815 0.0000
H -3.5017 5.4711 -0.9203 0.0000
H -1.6376 3.4246 -2.4454 0.0000
H -1.9013 3.8306 -0.7631 0.0000
H -2.8694 1.7080 -1.4465 0.0007
H -3.8682 2.8734 -0.5090 0.0001
H -4.1415 2.2918 -3.4330 0.0000
H -5.3499 1.9055 -2.3574 0.0001
H -6.0358 4.0418 -3.3248 0.0000
H -5.6948 4.3747 -1.6544 0.0000
H -4.3107 7.2811 -2.8366 0.0000
H -5.6595 6.5006 -1.9898 0.0000
H -5.6571 6.6551 -3.7122 0.0000
C 0.6070 5.7851 0.3691 0.0000
C 1.3469 5.4869 -0.9097 0.0000
C 2.7135 4.7793 -0.6042 0.0000
N 3.2650 3.9501 -1.7706 0.0000
C 4.7496 3.4655 -1.3962 0.0000
C 5.3209 2.3265 -2.2555 0.0000
C 4.3830 1.1362 -2.5928 0.0000
C 3.0641 1.7148 -3.0856 0.0000
C 2.4047 2.7255 -2.0536 0.0000
C 3.4048 4.8968 -3.0001 0.0000
H 0.9668 5.2505 1.2483 0.0000
H -0.4479 5.5431 0.2396 0.0000
H 0.5583 6.8192 0.7101 0.0000
H 1.5274 6.4611 -1.3641 0.0000
H 0.6457 4.8875 -1.4902 0.0000
H 2.6600 4.0672 0.2193 0.0000
H 3.4593 5.5086 -0.2879 0.0000
H 4.6553 3.1774 -0.3492 0.0000
H 5.3391 4.3779 -1.3056 0.0000
H 6.1562 1.7869 -1.8091 0.0000
H 5.7401 2.6219 -3.2174 0.0000
H 4.0522 0.7377 -1.6337 0.0000
H 4.8152 0.3914 -3.2611 0.0000
H 2.3087 0.9454 -3.2448 0.0000
H 3.2632 2.2212 -4.0301 0.0000
H 2.3335 2.2575 -1.0718 0.0000
H 1.4379 3.0909 -2.3999 0.0000
H 4.1473 5.6491 -2.7341 0.0000
H 2.4870 5.3773 -3.3389 0.0000
H 3.8182 4.2906 -3.8061 0.0000
C -0.1657 -10.4459 -0.6673 0.0000
C -0.1864 -9.0618 0.0435 0.0000
C 1.2618 -8.5229 -0.1506 0.0000
N 1.4647 -7.0983 0.4960 0.0001
C 2.9125 -6.6910 0.0279 0.0000
C 3.2850 -5.2364 0.5342 0.0000
C 2.1697 -4.3195 -0.0275 0.0002
C 0.7843 -4.6141 0.3387 0.0014
C 0.3878 -6.0639 -0.0085 0.0007
C 1.4644 -7.1707 2.0503 0.0001
H -1.1046 -10.9885 -0.5568 0.0000
H 0.6014 -11.1056 -0.2617 0.0000
H 0.0347 -10.4450 -1.7387 0.0000
H -0.3814 -9.1367 1.1133 0.0000
H -1.0146 -8.4927 -0.3787 0.0001
H 1.6009 -8.3509 -1.1722 0.0000
H 2.0190 -9.1712 0.2904 0.0000
H 2.9551 -6.6438 -1.0602 0.0000
H 3.5434 -7.4443 0.4996 0.0000
H 4.2637 -4.9372 0.1591 0.0000
H 3.3499 -5.2222 1.6222 0.0000
H 2.2731 -4.3489 -1.1122 0.0000
H 2.3978 -3.2889 0.2445 0.0001
H 0.0722 -3.9594 -0.1637 0.0004
H 0.7160 -4.3729 1.3995 0.0011
H 0.4935 -6.2270 -1.0811 0.0000
H -0.5700 -6.3531 0.4240 0.0008
H 2.2677 -7.8206 2.3972 0.0000
H 0.5115 -7.5871 2.3770 0.0001
H 1.6571 -6.1695 2.4358 0.0001
C -0.2801 -0.6255 5.2153 0.0007
C -0.1935 0.8582 5.0318 0.0001
C -1.3595 1.3078 4.0912 0.0011
N -1.7149 2.8256 4.2055 0.0000
C -2.3614 3.2307 5.5130 0.0001
C -2.8246 4.7257 5.4647 0.0000
C -3.6472 5.1004 4.2467 0.0000
C -3.0088 4.6323 2.9288 0.0000
C -2.6075 3.0855 3.0047 0.0000
C -0.3524 3.6055 3.9686 0.0000
H -1.2625 -0.8380 5.6369 0.0001
H 0.4441 -0.9974 5.9401 0.0001
H -0.0625 -1.1676 4.2951 0.0004
H 0.7672 1.1568 4.6123 0.0000
H -0.3186 1.2744 6.0314 0.0000
H -2.2985 0.8350 4.3790 0.0011
H -0.9761 1.1480 3.0834 0.0000
H -3.1957 2.5296 5.5349 0.0002
H -1.6098 3.0593 6.2837 0.0000
H -3.4535 4.9611 6.3233 0.0000
H -2.0244 5.4556 5.5872 0.0000
H -4.5829 4.5424 4.2841 0.0000
H -3.9158 6.1507 4.3597 0.0000
H -3.6028 4.8713 2.0467 0.0000
H -2.1287 5.2466 2.7386 0.0000
H -3.4627 2.4277 3.1600 0.0001
H -2.1335 2.7513 2.0818 0.0000
H -0.5116 4.6833 3.9364 0.0000
H -0.0181 3.3629 2.9599 0.0000
H 0.4685 3.3062 4.6202 0.0000
C -1.0740 -1.9760 -5.7219 0.0000
N -1.8061 -1.8476 -4.3587 0.0000
C -1.8376 -0.3078 -4.0246 0.0001
C -3.2621 -2.2861 -4.5642 0.0012
C -1.1037 -2.6436 -3.2136 0.0010
C -0.8372 -4.1537 -3.5771 0.0010
O 0.2606 -4.2900 -4.4298 0.0001
H 0.0061 -1.8458 -5.6540 0.0000
H -1.5815 -1.3781 -6.4789 0.0000
H -1.2700 -3.0118 -5.9992 0.0000
H -2.3705 0.0326 -3.1368 0.0001
H -2.3500 0.1058 -4.8932 0.0000
H -0.7978 -0.0021 -3.9089 0.0000
H -3.3663 -3.3222 -4.8863 0.0001
H -3.7367 -1.5832 -5.2489 0.0000
H -3.7660 -2.1161 -3.6127 0.0016
H -1.6715 -2.7400 -2.2882 0.0020
H -0.1043 -2.2168 -3.1289 0.0000
H -1.6689 -4.6629 -4.0639 0.0002
H -0.4898 -4.7993 -2.7706 0.0002
H 0.1845 -5.1868 -4.7640 0.0000
C 7.0996 -4.2875 1.0091 0.0000
C 7.1245 -2.9233 1.6628 0.0000
N 5.8203 -2.2755 1.6310 0.0000
C 5.2677 -1.4577 0.6021 0.0000
C 4.0129 -1.0537 0.9979 0.0000
N 3.8184 -1.4985 2.3153 0.0001
C 4.9329 -2.2499 2.7248 0.0000
C 2.7253 -1.1302 3.2323 0.0004
H 6.9647 -4.1856 -0.0677 0.0000
H 6.3677 -4.9730 1.4364 0.0000
H 8.0961 -4.7291 1.0013 0.0000
H 7.7509 -2.2641 1.0619 0.0000
H 7.5531 -2.7991 2.6573 0.0000
H 5.9166 -1.2498 -0.2359 0.0000
H 3.3023 -0.3440 0.6007 0.0000
H 5.1607 -2.7009 3.6794 0.0000
H 3.1196 -0.8092 4.1964 0.0000
H 2.0581 -1.9819 3.3648 0.0006
H 2.2497 -0.2551 2.7895 0.0000
C -1.8087 -4.8656 3.2567 0.0143
C -1.3515 -3.3946 3.4601 0.0151
N -2.4284 -2.4353 3.0399 0.1919
C -3.4143 -1.7608 3.7878 0.0175
C -4.2278 -1.0397 2.8869 0.0128
N -3.7522 -1.2854 1.5873 0.1909
C -2.8291 -2.2629 1.7343 0.4052
C -4.3250 -0.8495 0.3599 0.0269
H -1.6962 -5.1889 2.2219 0.0053
H -2.8815 -4.9793 3.4121 0.0042
H -1.1543 -5.5682 3.7727 0.0000
H -0.4820 -3.1777 2.8396 0.0043
H -1.3652 -3.2494 4.5403 0.0010
H -3.5058 -1.9299 4.8506 0.0023
H -5.0890 -0.4463 3.1561 0.0028
H -2.2556 -2.6889 0.9244 0.0538
H -5.3347 -0.4975 0.5715 0.0024
H -4.3724 -1.6071 -0.4224 0.0164
H -3.8432 0.0863 0.0766 0.0054
P 0.1927 0.2529 0.0635 0.0006
F -0.5955 -0.8523 -0.8931 0.0016
F -0.2244 1.4966 -0.9242 0.0001
F -1.1605 0.5731 0.9836 0.0014
F 0.9953 1.2478 1.0080 0.0001
F 0.5683 -1.0960 0.9825 0.0029
F 1.5875 -0.0105 -0.7854 0.0002
P 4.0707 3.1153 3.0539 0.0000
F 3.6145 2.3268 1.7199 0.0000
F 4.6484 1.6822 3.7792 0.0000
F 5.5921 3.3854 2.5443 0.0000
F 4.5584 3.6851 4.4699 0.0000
F 3.6129 4.5881 2.6566 0.0000
F 2.5944 2.6650 3.6043 0.0000
```

The calculation puts the highest occupied orbital energy (alpha / beta) at -0.40062 / -0.55295 hartree. The spin multiplicity is 2. As for the energy relative to the best compared isomer or geometry (same formula, charge and spin): 0.0 kcal per mole. Its charge is +4. The HOMO-LUMO gap (alpha / beta) is 3.540 / 7.681 eV.